1.
{
  "formula": "C2H6N4O",
  "method": "ωB97M-V with the def2-TZVPD basis set",
  "elements": ["C", "C", "N", "N", "N", "N", "O", "H", "H", "H", "H", "H", "H"],
  "xyz": [[2.04, 0.01, 0.96], [-1.92, -0.24, -0.36], [0.91, -0.24, 2.02], [0.02, -0.89, 1.59], [1.61, -0.39, -0.32], [-0.04, -1.38, 0.40], [-1.07, -1.44, -0.34], [2.44, 1.03, 0.99], [2.82, -0.67, 1.33], [-2.76, -0.41, 0.21], [-2.34, -0.20, -1.47], [-1.41, 0.66, -0.12], [1.08, 0.31, -0.78]],
  "mulliken_charge": [-0.165, -0.635, -0.271, -0.005, -0.526, 0.155, -0.213, 0.285, 0.243, 0.319, 0.212, 0.330, 0.271],
  "s_squared": 2.03,
  "e_lumo_ev": [0.8012, -1.9835],
  "e_homo_ev": [-6.867, -9.189],
  "orbital_gap_ha": [0.2818, 0.2648],
  "spin_multiplicity": 3
}

2.
{
  "formula": "C2H6N4O2",
  "method": "ωB97M-V with the def2-TZVPD basis set",
  "elements": ["C", "C", "H", "H", "H", "H", "H", "H", "N", "N", "N", "N", "O", "O"],
  "xyz": [[1.17, 0.43, 0.33], [-1.21, -0.17, 0.29], [3.40, 0.95, -0.43], [3.29, -0.10, -1.50], [1.91, 0.67, 1.12], [-0.63, -0.26, -1.58], [-2.08, -0.46, 2.13], [-3.15, -1.01, -0.14], [2.79, 0.74, -1.21], [1.50, 0.40, -0.90], [-1.34, -0.49, -0.93], [-2.26, -0.11, 1.18], [-0.04, 0.20, 0.92], [-3.36, -0.79, 0.75]],
  "mulliken_charge": [0.150, 0.507, 0.247, 0.253, 0.263, 0.299, 0.242, 0.369, -0.658, -0.114, -0.704, -0.118, -0.312, -0.424],
  "smiles": "[H]/N=C(/NO)O/C=N/N",
  "e_lumo_ev": 0.7431,
  "e_homo_ev": -9.209,
  "orbital_gap_ha": 0.3657
}

3.
{
  "formula": "C2H6N4O2",
  "method": "ωB97M-V with the def2-TZVPD basis set",
  "elements": ["C", "C", "H", "H", "H", "H", "H", "H", "N", "N", "N", "N", "O", "O"],
  "xyz": [[-1.14, 0.23, 0.12], [1.67, -0.81, -0.17], [-2.29, -1.06, -1.04], [-1.29, -1.91, 0.07], [-2.73, 1.39, -0.52], [0.21, 0.91, 1.22], [1.93, -1.74, -0.73], [2.16, 1.97, -0.22], [-1.52, -0.93, -0.37], [-1.76, 1.40, 0.00], [-0.18, 0.00, 1.11], [2.33, 0.18, -0.55], [0.81, -0.94, 0.87], [1.80, 1.31, 0.21]],
  "mulliken_charge": [0.520, 0.140, 0.207, 0.250, 0.217, 0.339, 0.349, 0.294, -0.386, -0.724, -0.224, -0.323, -0.297, -0.361],
  "smiles": "[H]/N=C(\\N)NO/C=N\\O",
  "e_lumo_ev": 0.6898,
  "e_homo_ev": -9.044,
  "orbital_gap_ha": 0.3577
}

4.
{
  "formula": "C2H6N4O3",
  "method": "ωB97M-V with the def2-TZVPD basis set",
  "elements": ["C", "C", "N", "N", "N", "N", "O", "O", "O", "H", "H", "H", "H", "H", "H"],
  "xyz": [[1.21, 0.72, 0.01], [0.90, -1.55, 0.10], [1.39, 0.64, 1.32], [-3.71, 0.40, -0.04], [1.35, 1.85, -0.65], [0.14, -2.49, -0.39], [-3.62, 0.52, 1.05], [-3.60, 0.21, -1.12], [0.84, -0.34, -0.72], [1.82, 1.40, 1.79], [0.90, -0.14, 1.76], [1.70, 2.75, -0.37], [1.21, 1.90, -1.66], [0.00, -3.40, 0.07], [-0.53, -2.46, -1.14]],
  "mulliken_charge": [0.882, -0.351, -0.295, 1.325, -0.344, -0.138, -0.162, -0.166, -0.263, 0.249, 0.246, 0.228, 0.254, 0.313, 0.223],
  "e_lumo_ev": -11.0769,
  "total_charge": 2,
  "e_homo_ev": -16.796,
  "orbital_gap_ha": 0.2102
}

5.
{
  "formula": "C2H6N4S",
  "method": "ωB97M-V with the def2-TZVPD basis set",
  "elements": ["C", "C", "H", "H", "H", "H", "H", "H", "N", "N", "N", "N", "S"],
  "xyz": [[0.50, -0.85, -0.19], [-1.77, 0.14, -0.10], [2.85, -0.81, 0.45], [2.89, 0.77, 0.80], [1.03, -1.77, -0.53], [-1.34, -1.78, -0.13], [-0.30, 1.61, -0.25], [-1.97, 2.15, -0.15], [2.52, 0.12, 0.11], [1.11, 0.22, 0.20], [-0.84, -0.91, -0.19], [-1.31, 1.38, -0.24], [-3.38, -0.25, 0.22]],
  "mulliken_charge": [0.049, 0.202, 0.250, 0.269, 0.312, 0.195, 0.283, 0.207, -0.675, -0.230, -0.134, -0.312, -0.416],
  "smiles": "N/N=C/NC(N)=S",
  "e_lumo_ev": 0.7061,
  "e_homo_ev": -8.232,
  "orbital_gap_ha": 0.3285
}

6.
{
  "formula": "C2H6N4S",
  "method": "ωB97M-V with the def2-TZVPD basis set",
  "elements": ["C", "C", "H", "H", "H", "H", "H", "H", "N", "N", "N", "N", "S"],
  "xyz": [[-1.79, -0.51, 0.20], [0.39, 0.62, -0.65], [0.49, -0.79, 2.03], [1.05, -1.54, 0.65], [-2.02, -1.34, 0.90], [2.01, 0.55, 0.67], [2.37, 0.98, -0.95], [-1.06, 1.26, -1.74], [0.23, -1.15, 1.11], [-0.42, -0.22, 0.30], [1.73, 0.54, -0.30], [-0.02, 1.37, -1.55], [-2.95, 0.22, -0.67]],
  "mulliken_charge": [-0.066, 0.507, 0.235, 0.290, 0.328, 0.207, 0.238, 0.188, -0.747, 0.296, -0.460, -0.652, -0.364],
  "smiles": "[H]/N=C(/N)N(N)C=S",
  "e_lumo_ev": 0.3868,
  "e_homo_ev": -8.621,
  "orbital_gap_ha": 0.3310
}

7.
{
  "formula": "C2H6N4S2",
  "method": "ωB97M-V with the def2-TZVPD basis set",
  "elements": ["C", "C", "H", "H", "H", "H", "H", "H", "N", "N", "N", "N", "S", "S"],
  "xyz": [[-0.64, 1.83, -0.16], [0.78, -1.35, 0.13], [-0.55, 3.78, -0.38], [0.84, 3.00, -1.07], [1.24, 1.02, -0.36], [1.86, -1.19, 0.28], [1.07, -3.26, 0.87], [-1.82, -2.60, 1.00], [-0.02, 2.95, -0.52], [0.27, 0.72, -0.43], [-0.13, -0.52, -0.04], [0.45, -2.72, 0.27], [-2.23, 1.71, 0.31], [-1.12, -3.37, 0.09]],
  "mulliken_charge": [0.195, -0.060, 0.216, 0.220, 0.306, 0.252, 0.273, 0.150, -0.379, -0.113, -0.307, -0.278, -0.330, -0.144],
  "smiles": "NC(=S)N/N=C/NS",
  "e_lumo_ev": 0.6012,
  "e_homo_ev": -8.229,
  "orbital_gap_ha": 0.3245
}

8.
{
  "formula": "C2H6N6",
  "method": "ωB97M-V with the def2-TZVPD basis set",
  "elements": ["C", "C", "H", "H", "H", "H", "H", "H", "N", "N", "N", "N", "N", "N"],
  "xyz": [[0.16, -0.40, -0.02], [-2.44, -0.09, -0.01], [3.00, 0.65, -0.55], [2.41, 0.67, 1.08], [2.01, -1.75, -0.43], [-3.53, -0.10, -0.52], [-1.36, 1.43, 1.31], [-0.21, 0.84, -1.31], [2.54, 0.19, 0.21], [1.60, -0.67, -0.13], [-0.52, -1.35, 0.48], [-1.76, -1.32, -0.07], [-1.56, 1.15, 0.29], [-0.36, 0.74, -0.34]],
  "mulliken_charge": [0.304, -0.035, 0.186, 0.209, 0.286, 0.285, 0.287, 0.221, -0.508, -0.032, -0.380, -0.358, -0.341, -0.125],
  "smiles": "NNC1=NN=CNN1",
  "e_lumo_ev": 0.8725,
  "e_homo_ev": -8.166,
  "orbital_gap_ha": 0.3322
}

9.
{
  "formula": "C2H6NO",
  "method": "ωB97M-V with the def2-TZVPD basis set",
  "elements": ["C", "C", "N", "O", "H", "H", "H", "H", "H", "H"],
  "xyz": [[-2.43, 0.78, 0.18], [1.18, -0.59, 0.31], [-2.25, -0.50, 0.13], [-1.91, -1.04, -1.04], [0.46, -1.13, 0.75], [-2.71, 1.37, 1.19], [-2.34, 1.51, -0.61], [0.70, -0.23, -0.61], [1.58, 0.17, 0.96], [1.96, -1.27, -0.08]],
  "mulliken_charge": [-0.434, -1.102, -0.500, -0.610, 0.316, 0.192, 0.380, 0.257, 0.232, 0.271],
  "e_lumo_ev": 4.5489,
  "total_charge": -1,
  "e_homo_ev": -2.221,
  "orbital_gap_ha": 0.2488
}

10.
{
  "formula": "C2H6NO",
  "method": "ωB97M-V with the def2-TZVPD basis set",
  "elements": ["C", "C", "N", "O", "H", "H", "H", "H", "H", "H"],
  "xyz": [[-0.20, -1.23, -0.02], [-0.13, 1.29, -0.01], [0.39, 0.02, -0.08], [1.94, -0.08, 0.06], [0.01, -1.42, 1.01], [0.18, -2.03, -0.60], [-1.28, -1.21, -0.33], [0.60, 2.02, 0.05], [-0.76, 1.33, 0.84], [-0.75, 1.31, -0.93]],
  "mulliken_charge": [-0.588, -0.635, 0.303, -0.141, 0.337, 0.335, 0.347, 0.299, 0.386, 0.358],
  "smiles": "C[N+](C)=O",
  "e_lumo_ev": [-8.9978, -8.9994],
  "total_charge": 1,
  "e_homo_ev": [-17.697, -17.687],
  "orbital_gap_ha": [0.3197, 0.3193]
}

The records above yield energy above the lowest of the compared OMol25 structures with the same formula, charge and spin values of 407.30 334.18 468.12 147.62 70.14 134.41 188.93 430.56 166.30 589.54 kJ/mol, respectively.